{
  "formula": "C48H40ClCoN2O4P2S",
  "method": "ωB97M-V/def2-TZVPD",
  "symbols": ["Co", "C", "C", "C", "C", "C", "C", "C", "S", "O", "O", "N", "C", "C", "C", "C", "C", "C", "C", "C", "N", "C", "H", "H", "H", "H", "H", "H", "H", "H", "H", "H", "H", "H", "H", "O", "C", "O", "C", "C", "C", "C", "C", "C", "P", "C", "C", "C", "C", "C", "C", "C", "C", "C", "C", "C", "C", "H", "H", "H", "H", "H", "H", "H", "H", "H", "H", "H", "H", "H", "H", "C", "P", "C", "C", "C", "C", "C", "C", "C", "C", "C", "C", "C", "C", "H", "H", "H", "H", "H", "H", "H", "H", "H", "H", "H", "H", "H", "Cl"],
  "positions_angstrom": [[0.35689, -0.95703, 1.66249], [5.75098, -0.61276, -2.87103], [5.04828, -0.88196, -1.57744], [4.44768, -2.24192, -1.38833], [3.92100, -2.45671, -0.01487], [3.78206, -1.45771, 0.88056], [4.24816, -0.15274, 0.60546], [4.90397, 0.07388, -0.61986], [2.97683, -1.88611, 2.41304], [3.97015, -2.13407, 3.42285], [2.10462, -2.98305, 2.00436], [2.02244, -0.67860, 2.71931], [1.99725, 0.17803, 3.80110], [3.00784, 0.44272, 4.68823], [2.80076, 1.35022, 5.75049], [1.60519, 1.98393, 5.93273], [0.54388, 1.73351, 5.02674], [-0.73477, 2.32289, 5.15117], [-1.70589, 2.03635, 4.24085], [-1.39829, 1.15717, 3.18469], [-0.23214, 0.59392, 3.04184], [0.74465, 0.85251, 3.95616], [6.11068, -1.53577, -3.32385], [6.60480, 0.04617, -2.72744], [5.09472, -0.13303, -3.60149], [5.20304, -3.01335, -1.60314], [3.58520, -3.44678, 0.24843], [4.10122, 0.64109, 1.31438], [5.31612, 1.05703, -0.80461], [3.95221, -0.07139, 4.59127], [3.61721, 1.53539, 6.43370], [1.44891, 2.66148, 6.75771], [-0.92929, 2.99162, 5.97754], [-2.69219, 2.46495, 4.31207], [-2.13607, 0.93859, 2.42194], [-0.95546, -3.88510, 3.99359], [-0.92970, -3.33672, 2.91323], [-0.65746, -2.06970, 2.79926], [-1.33259, -4.13792, 1.68437], [-1.88228, -5.39470, 1.93806], [-2.35181, -6.19046, 0.91209], [-2.28617, -5.74461, -0.40192], [-1.74244, -4.50478, -0.66904], [-1.25408, -3.70541, 0.36669], [-0.59288, -2.10167, -0.11149], [0.63578, -2.40054, -1.35410], [1.16300, -1.29444, -2.09914], [2.39680, -1.35048, -2.62711], [3.29009, -2.52657, -2.46286], [2.53460, -3.73443, -2.02824], [1.33116, -3.64817, -1.42401], [-2.00193, -1.21400, -0.79429], [-2.98050, -0.80285, 0.10935], [-4.13250, -0.19406, -0.34833], [-4.30866, 0.02012, -1.70802], [-3.34355, -0.40034, -2.60772], [-2.18852, -1.02533, -2.15575], [-1.93203, -5.71558, 2.96723], [-2.77842, -7.15748, 1.13394], [-2.65477, -6.35747, -1.20951], [-1.69046, -4.15331, -1.69204], [0.58083, -0.39028, -2.20182], [2.78192, -0.48715, -3.14637], [3.81321, -2.71313, -3.40904], [3.02546, -4.69533, -2.09263], [0.88593, -4.53067, -0.99061], [-2.84139, -0.97241, 1.17050], [-4.88992, 0.12486, 0.35309], [-5.19914, 0.51644, -2.06301], [-3.48630, -0.24433, -3.66829], [-1.44186, -1.35397, -2.86354], [-0.93254, 3.84302, 0.62310], [-1.73299, 2.62321, -0.49247], [-0.68652, 2.72977, -1.98635], [-1.08096, 2.00508, -3.11001], [-0.30884, 1.98709, -4.25655], [0.89036, 2.68483, -4.29559], [1.30322, 3.39315, -3.18077], [0.52056, 3.41401, -2.03592], [-3.20373, 3.60575, -0.98810], [-4.24518, 3.65422, -0.06276], [-5.41815, 4.33177, -0.33588], [-5.58219, 4.96311, -1.56147], [-4.55880, 4.91671, -2.49265], [-3.37917, 4.24568, -2.20660], [-0.69933, 4.78419, 0.12360], [-0.02875, 3.41681, 1.05552], [-1.62921, 4.04935, 1.43542], [-2.00873, 1.45353, -3.08282], [-0.63780, 1.42394, -5.11851], [1.49914, 2.67285, -5.18817], [2.23755, 3.93491, -3.19849], [0.87407, 3.95461, -1.17155], [-4.13533, 3.14908, 0.88904], [-6.20977, 4.35752, 0.39812], [-6.49887, 5.48947, -1.78443], [-4.67387, 5.40874, -3.44804], [-2.58873, 4.22997, -2.94518], [0.89255, 0.63119, 0.19792]],
  "mulliken_charge": [0.307, -1.759, -0.199, 0.936, -1.539, 0.495, -0.745, -0.548, 1.149, -0.785, -0.603, 0.596, 0.190, -0.732, -0.853, -0.960, 0.881, -0.840, -1.021, 0.221, 0.802, -0.356, 0.369, 0.518, 0.242, 0.666, 0.607, 0.515, 0.426, 0.528, 0.408, 0.423, 0.410, 0.499, 0.120, -0.729, -0.199, -0.402, 0.296, -0.704, -0.682, -0.733, -0.573, 0.378, 1.703, 1.225, -0.805, -1.639, 0.372, -1.612, -0.682, 1.024, -0.826, -0.861, -0.471, -0.848, 0.168, 0.567, 0.417, 0.455, 0.478, 0.309, 0.475, 0.773, 0.357, 0.402, 0.577, 0.458, 0.399, 0.405, 0.476, -1.611, 1.550, 0.209, -0.902, -0.724, -0.671, -0.715, -0.536, 0.550, -0.632, -0.656, -0.525, -0.659, -0.324, 0.534, 0.378, 0.457, 0.515, 0.449, 0.404, 0.421, 0.353, 0.365, 0.413, 0.386, 0.411, 0.343, -0.103],
  "max_force_ev_per_a": 0.8,
  "homo_ev": [-6.9, -7.6],
  "s2": 6.26,
  "relative_energy_kcal_mol": 11.6,
  "gap_ev": [4.8185, 5.8700],
  "energy_ha": -5187.427979,
  "multiplicity": 5,
  "total_charge": 0
}

{
  "formula": "C22H66N12O10",
  "method": "ωB97M-V/def2-TZVPD",
  "symbols": ["C", "O", "C", "C", "C", "N", "H", "H", "H", "H", "H", "H", "H", "H", "H", "H", "H", "C", "O", "C", "C", "C", "N", "H", "H", "H", "H", "H", "H", "H", "H", "H", "H", "H", "N", "C", "N", "O", "H", "H", "H", "H", "N", "C", "N", "O", "H", "H", "H", "H", "N", "C", "N", "O", "H", "H", "H", "H", "N", "C", "N", "O", "H", "H", "H", "H", "N", "C", "N", "O", "H", "H", "H", "H", "C", "C", "C", "O", "H", "H", "H", "H", "H", "H", "H", "H", "C", "C", "C", "O", "H", "H", "H", "H", "H", "H", "H", "H", "C", "C", "C", "O", "H", "H", "H", "H", "H", "H", "H", "H"],
  "positions_angstrom": [[3.81659, 1.64087, 2.30817], [4.47587, 0.40366, 2.49504], [3.92450, -0.69974, 1.66357], [4.43203, -2.13134, 2.05866], [4.44004, -3.09607, 0.91097], [3.64495, -2.66980, 3.17482], [3.84212, 2.00579, 1.28138], [4.36681, 2.40936, 2.85110], [2.76675, 1.60093, 2.59856], [2.84055, -0.66741, 1.77360], [4.11705, -0.49371, 0.61068], [5.48360, -2.11486, 2.34507], [3.41235, -3.39162, 0.69976], [4.96842, -3.99955, 1.21532], [4.93637, -2.67943, 0.03452], [4.26914, -3.38885, 3.51163], [3.50299, -2.11021, 4.00356], [-1.92164, 1.71762, -4.24166], [-1.83272, 0.44958, -4.81134], [-0.55930, 0.06461, -5.27729], [-0.62507, -1.34274, -5.99480], [-1.41708, -2.38005, -5.18621], [0.72034, -1.89443, -6.19400], [-1.23204, 1.96647, -3.43505], [-2.94811, 1.86881, -3.90759], [-1.85389, 2.37756, -5.10653], [-0.19571, 0.81374, -5.98065], [0.12792, -0.08119, -4.44388], [-0.96270, -1.29585, -7.03013], [-2.46330, -2.11253, -5.33440], [-1.32211, -2.43306, -4.10165], [-1.27094, -3.34031, -5.68082], [1.00875, -2.79648, -6.54504], [1.34399, -1.59089, -5.45982], [-3.88392, 1.83790, 1.58960], [-4.45181, 2.84914, 2.11668], [-5.74812, 2.68449, 2.10190], [-3.89879, 3.76103, 2.68625], [-2.87667, 1.84803, 1.66347], [-4.38989, 1.04668, 1.21803], [-6.22973, 1.93563, 1.62509], [-6.24323, 3.45961, 2.51921], [-4.45657, 3.21986, -1.45112], [-3.38929, 3.91705, -1.51800], [-3.45227, 4.67491, -2.57411], [-2.42700, 3.95137, -0.80271], [-5.12419, 3.30085, -2.20467], [-4.62124, 2.58477, -0.68324], [-2.60720, 5.15343, -2.85153], [-4.34474, 4.65040, -3.04635], [-0.11916, 4.78441, -2.16998], [0.02006, 5.04668, -3.43123], [1.23846, 5.43324, -3.77022], [-0.90303, 5.10045, -4.18566], [-1.07162, 4.70665, -1.84306], [0.65709, 4.87854, -1.53070], [1.40939, 5.80605, -4.69321], [1.95246, 5.24328, -3.08159], [-0.47565, 1.64689, -0.65865], [-0.50969, 1.48170, 0.68662], [0.08569, 0.41586, 1.02578], [-1.09676, 2.21262, 1.47801], [-0.74749, 2.57342, -0.95487], [0.29958, 1.22317, -1.14811], [0.68989, -0.11358, 0.41363], [-0.03380, 0.02975, 1.95139], [0.24151, 2.10547, 3.98371], [0.49432, 0.91527, 4.48670], [1.58739, 1.02326, 5.16860], [-0.19795, -0.05532, 4.22880], [-0.41805, 2.08303, 3.21914], [0.87841, 2.87094, 4.15255], [2.05021, 0.16421, 5.42925], [2.10111, 1.89246, 5.19474], [2.22082, 1.44099, -2.82171], [2.69002, 0.05069, -2.47723], [4.12073, 0.10119, -2.03386], [1.87440, -0.41654, -1.38217], [2.25526, 2.10139, -1.95523], [1.15872, 1.37384, -3.05736], [2.77761, 1.85772, -3.66101], [2.55717, -0.64848, -3.30282], [4.56254, -0.85888, -1.76709], [4.19449, 0.78159, -1.18550], [4.72676, 0.53884, -2.82714], [2.12256, -1.31480, -1.15166], [-2.80831, -2.18074, 2.57240], [-2.74504, -2.42419, 4.12256], [-3.57486, -3.59200, 4.52859], [-1.40749, -2.67778, 4.47498], [-2.76386, -3.12401, 2.02800], [-2.00053, -1.50855, 2.28303], [-3.74936, -1.71643, 2.27754], [-2.94651, -1.54684, 4.73719], [-3.49316, -3.77973, 5.59918], [-3.28576, -4.45197, 3.92446], [-4.61771, -3.42803, 4.25715], [-1.05886, -1.78332, 4.47411], [0.67850, -5.84010, 1.25328], [0.54477, -4.81574, 2.38326], [0.48441, -3.42180, 1.75074], [-0.60001, -5.07354, 3.13455], [0.62903, -6.84211, 1.67946], [1.63179, -5.71159, 0.74063], [-0.19637, -5.65777, 0.62922], [1.41962, -4.81703, 3.03343], [-0.46422, -3.17079, 1.27620], [1.30316, -3.35212, 1.03458], [0.69820, -2.66139, 2.50186], [-0.76283, -4.38230, 3.78053]],
  "mulliken_charge": [-0.172, -0.461, 0.556, 0.357, -1.149, -0.451, 0.179, 0.328, -0.095, 0.014, -0.395, 0.254, 0.020, 0.450, 0.278, 0.279, 0.129, -0.432, -0.462, 0.302, 0.424, -1.311, -0.572, 0.020, 0.237, 0.435, 0.420, -0.530, 0.156, 0.332, 0.223, 0.413, 0.186, 0.094, -0.159, 0.622, -0.418, -0.703, 0.031, 0.230, 0.156, 0.248, -0.323, 0.942, -0.399, -0.836, 0.141, 0.211, 0.019, 0.118, -0.031, 0.818, -0.431, -0.680, -0.202, 0.200, 0.246, 0.145, 0.305, 0.612, 0.547, -0.847, 0.055, -0.081, 0.040, -0.491, -0.186, 0.382, -0.327, -0.641, -0.044, 0.204, 0.215, 0.189, -0.729, 1.095, -1.398, -0.345, 0.339, -0.515, 0.558, -0.022, 0.279, 0.194, 0.465, 0.043, -0.571, 0.609, -1.595, -0.593, 0.259, -0.249, 0.478, 0.398, 0.359, 0.334, 0.398, 0.358, -1.429, 0.359, -0.816, -0.590, 0.392, 0.322, 0.366, 0.128, 0.449, 0.204, 0.113, 0.417],
  "max_force_ev_per_a": 6.4,
  "homo_ev": -8.8,
  "relative_energy_kcal_mol": 0.0,
  "gap_ev": 9.0195,
  "smiles": "COC[C@H](C)N.COC[C@H](C)N.NC(N)=O.NC(N)=O.NC(N)=O.NC(N)=O.NC(N)=O.CC(C)O.CC(C)O.CC(C)O",
  "energy_ha": -2287.351085,
  "total_charge": 0
}

{
  "formula": "C5H10BrP",
  "method": "ωB97M-V/def2-TZVPD",
  "symbols": ["C", "C", "C", "C", "C", "P", "Br", "H", "H", "H", "H", "H", "H", "H", "H", "H", "H"],
  "positions_angstrom": [[1.05183, 0.30657, 2.47049], [-0.02616, 0.05921, 1.77011], [-0.70899, -0.97421, -1.79748], [1.61309, 0.48747, -1.38592], [-1.44568, 0.16371, 1.79180], [0.76321, -1.02971, -0.61621], [-2.06376, 0.92666, 3.63019], [1.98844, 0.43639, 1.98630], [1.15173, 0.47711, 3.50854], [-0.39381, -1.39846, -2.68644], [-0.95852, 0.07656, -1.75384], [-1.41530, -1.59399, -1.18513], [1.01881, 1.43085, -1.11539], [1.41612, 0.40965, -2.43965], [2.71434, 0.55473, -1.29094], [-1.98598, -0.67105, 1.67906], [-1.78408, 0.93264, 1.20858]],
  "mulliken_charge": [-0.691, 0.145, -1.016, -1.034, -0.744, 0.226, -0.251, 0.220, 0.315, 0.416, 0.274, 0.305, 0.294, 0.394, 0.332, 0.457, 0.358],
  "max_force_ev_per_a": 4.7,
  "homo_ev": [-8.0, -8.0],
  "relative_energy_kcal_mol": 77.8,
  "gap_ev": [7.2277, 7.2673],
  "energy_ha": -3111.722348,
  "total_charge": 0
}